{"formula": "C28H38F5N2ReSb2Se5Si3", "method": "ωB97M-V with the def2-TZVPD basis set", "elements": ["Re", "C", "Sb", "C", "C", "C", "C", "C", "C", "N", "Si", "C", "C", "C", "C", "C", "C", "C", "C", "C", "N", "Si", "C", "C", "C", "Si", "C", "C", "C", "H", "H", "H", "H", "H", "H", "H", "H", "H", "H", "H", "H", "H", "H", "H", "H", "H", "H", "H", "H", "H", "H", "H", "H", "H", "H", "H", "H", "H", "H", "H", "H", "H", "H", "H", "H", "H", "H", "Se", "Sb", "Se", "Se", "Se", "F", "C", "C", "F", "C", "F", "C", "Se", "C", "F", "C", "F"], "coordinates": [[1.292, 1.238, -0.330], [-3.499, -0.803, -0.602], [-1.581, -0.654, -1.596], [-0.879, 1.006, -0.325], [-0.778, 0.871, 1.138], [-1.443, 0.091, 2.082], [-1.140, 0.275, 3.414], [-0.176, 1.215, 3.790], [0.510, 1.884, 2.811], [0.227, 1.697, 1.504], [-2.043, 2.557, -0.680], [-3.566, 2.361, 0.391], [-1.167, 4.137, -0.166], [-2.523, 2.534, -2.491], [-0.300, -2.336, -0.959], [0.630, -2.049, 0.186], [1.002, -3.131, 1.010], [1.809, -3.014, 2.109], [2.312, -1.757, 2.426], [1.977, -0.732, 1.592], [1.161, -0.834, 0.507], [0.693, -2.815, -2.585], [0.993, -1.365, -3.743], [-0.251, -3.990, -3.684], [2.298, -3.579, -2.006], [-1.539, -3.792, -0.537], [-0.820, -5.530, -0.513], [-2.242, -3.464, 1.175], [-2.903, -3.858, -1.828], [-4.156, -0.223, -1.252], [-3.557, -0.399, 0.403], [-3.849, -1.829, -0.603], [-2.172, -0.642, 1.769], [-1.652, -0.305, 4.171], [0.041, 1.410, 4.830], [1.278, 2.601, 3.046], [-3.376, 1.831, 1.325], [-4.376, 1.849, -0.129], [-3.935, 3.354, 0.659], [-1.680, 4.570, 0.696], [-1.204, 4.875, -0.971], [-0.121, 4.015, 0.108], [-3.451, 1.975, -2.638], [-1.779, 2.100, -3.155], [-2.710, 3.556, -2.831], [0.626, -4.106, 0.747], [2.048, -3.883, 2.707], [2.964, -1.582, 3.269], [2.406, 0.244, 1.790], [0.176, -1.296, -4.464], [1.913, -1.554, -4.301], [1.093, -0.390, -3.283], [-1.171, -3.531, -4.049], [-0.488, -4.965, -3.269], [0.389, -4.162, -4.555], [2.958, -2.860, -1.519], [2.839, -3.983, -2.865], [2.134, -4.404, -1.308], [0.057, -5.712, 0.109], [-0.582, -5.898, -1.509], [-1.611, -6.178, -0.122], [-1.479, -3.196, 1.909], [-2.722, -4.377, 1.537], [-3.004, -2.686, 1.177], [-2.661, -4.604, -2.584], [-3.133, -2.935, -2.361], [-3.826, -4.184, -1.341], [3.806, 1.667, -5.094], [3.424, 2.115, -2.840], [3.091, 0.043, -1.381], [0.904, 2.414, -2.276], [4.318, 3.747, -1.234], [2.611, 7.123, 4.313], [2.724, 6.166, 3.427], [2.240, 6.357, 2.137], [1.681, 7.501, 1.800], [2.355, 5.332, 1.218], [1.901, 5.527, -0.015], [2.936, 4.116, 1.561], [3.229, 2.740, 0.285], [3.432, 3.952, 2.849], [3.967, 2.791, 3.223], [3.326, 4.962, 3.784], [3.774, 4.787, 5.012]], "charge": 2, "multiplicity": 1, "e_homo_ev": -13.54, "max_force_ev_per_a": 5.2, "orbital_gap_ev": 5.680, "e_tot_ha": -15132.5020}

{"formula": "C28H38FO6PS", "method": "ωB97M-V with the def2-TZVPD basis set", "elements": ["C", "C", "C", "P", "O", "O", "S", "O", "O", "O", "C", "C", "C", "F", "C", "C", "C", "C", "O", "H", "H", "H", "H", "H", "H", "H", "H", "H", "H", "H", "H", "H", "H", "H", "H", "H", "H", "H", "H", "C", "C", "C", "C", "C", "C", "H", "H", "H", "H", "H", "H", "C", "C", "C", "C", "C", "C", "H", "H", "H", "H", "H", "H", "C", "C", "C", "C", "C", "C", "H", "H", "H", "H", "H", "H"], "coordinates": [[-0.920, -5.171, 2.063], [-1.436, -5.361, 0.533], [-1.875, -4.023, -0.278], [-0.796, -4.135, -1.882], [-1.582, -3.555, -3.163], [-3.278, -4.366, -0.687], [-4.127, -4.005, 0.788], [-4.525, -5.230, 1.669], [-5.477, -3.432, 0.218], [-3.083, -2.810, 1.498], [-2.077, -2.580, 0.454], [-0.588, -2.017, 0.814], [-0.469, -1.111, 2.170], [-1.050, -1.713, 3.392], [-2.714, -1.493, -0.615], [-2.699, 0.062, -0.103], [-3.541, 0.360, 1.270], [-5.152, 0.007, 1.171], [-5.722, 0.382, -0.135], [0.220, -5.513, 2.151], [-1.104, -4.130, 2.555], [-1.519, -5.960, 2.731], [-2.278, -6.208, 0.537], [-0.532, -5.852, -0.073], [-0.452, -5.507, -2.224], [0.446, -3.383, -1.715], [0.195, -2.916, 0.837], [-0.245, -1.327, -0.097], [0.699, -0.993, 2.390], [-0.842, 0.006, 1.976], [-3.782, -1.769, -1.006], [-2.001, -1.530, -1.571], [-3.196, 0.734, -0.953], [-1.574, 0.454, -0.034], [-3.416, 1.510, 1.511], [-3.116, -0.228, 2.217], [-5.705, 0.662, 1.992], [-5.383, -1.120, 1.456], [-5.884, -0.501, -0.618], [4.212, 1.027, -1.333], [3.123, 0.813, -2.178], [1.827, 0.824, -1.662], [1.620, 1.047, -0.301], [2.710, 1.252, 0.545], [4.005, 1.244, 0.029], [5.221, 1.025, -1.736], [3.284, 0.637, -3.238], [0.978, 0.660, -2.321], [0.611, 1.058, 0.101], [2.549, 1.420, 1.607], [4.854, 1.407, 0.688], [-3.918, 4.224, 3.250], [-2.747, 3.760, 3.849], [-1.915, 4.646, 4.534], [-2.252, 5.997, 4.616], [-3.418, 6.462, 4.008], [-4.252, 5.576, 3.327], [-4.569, 3.532, 2.722], [-2.483, 2.708, 3.783], [-1.005, 4.284, 5.004], [-1.606, 6.687, 5.151], [-3.678, 7.517, 4.067], [-5.162, 5.939, 2.856], [6.598, 0.840, -4.783], [7.756, 0.377, -5.408], [8.875, 1.203, -5.505], [8.836, 2.495, -4.980], [7.675, 2.961, -4.363], [6.557, 2.134, -4.263], [5.729, 0.193, -4.702], [7.786, -0.629, -5.819], [9.778, 0.840, -5.989], [9.708, 3.138, -5.053], [7.642, 3.970, -3.960], [5.653, 2.496, -3.780]], "multiplicity": 1, "e_homo_ev": -9.45, "max_force_ev_per_a": 8.0, "orbital_gap_ev": 8.819, "e_tot_ha": -2380.2580, "de_lowest_kcal_mol": 170.7, "smiles": "CC[C@@]1([PH2]=O)OS(=O)(=O)O[C@]1(CCF)CCCCO.c1ccccc1.c1ccccc1.c1ccccc1"}

{"formula": "C28H38IN4O2PPd", "method": "ωB97M-V with the def2-TZVPD basis set", "elements": ["Pd", "C", "C", "C", "P", "C", "C", "C", "C", "C", "C", "C", "C", "C", "C", "N", "C", "C", "C", "C", "C", "C", "C", "C", "C", "H", "H", "H", "H", "H", "H", "H", "H", "H", "H", "H", "H", "H", "H", "H", "H", "H", "H", "H", "H", "H", "H", "H", "H", "H", "H", "H", "H", "H", "H", "H", "N", "N", "C", "O", "O", "H", "H", "H", "I", "C", "C", "C", "C", "C", "N", "H", "H", "H", "H"], "coordinates": [[-0.276, 1.523, -0.309], [-0.284, 1.618, 4.522], [0.370, 1.618, 3.139], [1.800, 1.093, 3.257], [-0.575, 0.729, 1.807], [-2.331, 0.810, 2.359], [-2.857, 2.233, 2.189], [-3.215, -0.198, 1.637], [-0.042, -0.971, 1.754], [0.016, -1.795, 2.887], [0.393, -3.116, 2.814], [0.453, -4.004, 4.021], [0.726, -3.609, 1.537], [0.676, -2.833, 0.410], [0.287, -1.466, 0.472], [0.268, -0.656, -0.614], [0.073, -1.226, -1.888], [-1.040, -2.035, -2.194], [-2.091, -2.386, -1.178], [-1.204, -2.526, -3.487], [-0.312, -2.240, -4.504], [-0.524, -2.738, -5.904], [0.783, -1.442, -4.189], [0.992, -0.937, -2.917], [2.222, -0.128, -2.645], [0.361, 2.161, 5.215], [-0.403, 0.609, 4.918], [-1.258, 2.104, 4.538], [0.408, 2.653, 2.781], [1.813, 0.061, 3.606], [2.346, 1.703, 3.979], [2.331, 1.133, 2.311], [-2.331, 0.552, 3.423], [-2.825, 2.530, 1.137], [-2.274, 2.965, 2.749], [-3.891, 2.293, 2.531], [-3.241, -0.007, 0.565], [-4.238, -0.129, 2.012], [-2.864, -1.219, 1.786], [-0.254, -1.384, 3.855], [0.130, -3.471, 4.916], [1.465, -4.370, 4.203], [-0.190, -4.879, 3.907], [1.038, -4.644, 1.441], [0.942, -3.252, -0.552], [-2.120, -1.663, -0.368], [-1.900, -3.358, -0.720], [-3.077, -2.428, -1.645], [-2.071, -3.143, -3.698], [-1.239, -3.560, -5.930], [0.411, -3.089, -6.342], [-0.906, -1.944, -6.549], [1.504, -1.202, -4.962], [2.798, 0.000, -3.562], [2.854, -0.630, -1.909], [1.968, 0.862, -2.269], [-2.202, 1.111, -1.625], [-2.035, 1.891, -2.790], [-0.859, 2.643, -2.949], [-0.818, 3.473, -3.838], [0.111, 2.345, -2.147], [-2.114, 0.126, -1.868], [-3.113, 1.266, -1.208], [-2.856, 2.253, -3.246], [0.156, 4.647, 0.405], [1.925, 3.654, -0.069], [3.001, 4.348, -0.597], [4.144, 3.621, -0.890], [4.165, 2.256, -0.644], [3.030, 1.662, -0.128], [1.925, 2.352, 0.159], [2.938, 5.409, -0.782], [5.006, 4.117, -1.312], [5.036, 1.656, -0.867], [2.967, 0.596, 0.055]], "multiplicity": 1, "e_homo_ev": [-6.64, -6.65], "max_force_ev_per_a": 0.9, "orbital_gap_ev": [6.244, 6.004], "e_tot_ha": -2226.2017, "de_lowest_kcal_mol": 14.8}

{"formula": "C28H38N6O2S", "method": "ωB97M-V with the def2-TZVPD basis set", "elements": ["O", "S", "O", "C", "C", "C", "C", "H", "H", "H", "H", "H", "H", "H", "H", "C", "C", "C", "N", "C", "H", "H", "H", "H", "H", "C", "C", "C", "N", "C", "H", "H", "H", "H", "H", "C", "C", "C", "N", "C", "H", "H", "H", "H", "H", "C", "C", "C", "N", "C", "H", "H", "H", "H", "H", "C", "C", "C", "N", "C", "H", "H", "H", "H", "H", "C", "C", "C", "N", "C", "H", "H", "H", "H", "H"], "coordinates": [[-8.100, 0.961, 1.539], [-6.832, 0.849, 2.240], [-6.035, 2.068, 2.531], [-6.961, -0.197, 3.767], [-6.558, -1.644, 3.346], [-5.305, -1.424, 2.450], [-5.661, -0.394, 1.334], [-8.016, -0.092, 4.022], [-6.258, 0.191, 4.504], [-6.397, -2.494, 4.009], [-7.299, -2.006, 2.633], [-4.878, -2.342, 2.046], [-4.407, -1.236, 3.039], [-6.189, -0.875, 0.511], [-4.821, 0.233, 1.032], [-0.310, 5.097, 7.756], [-0.466, 3.741, 7.562], [-1.407, 3.493, 6.611], [-1.832, 4.700, 6.149], [-1.210, 5.703, 6.891], [0.374, 5.599, 8.423], [0.196, 3.014, 8.009], [-1.905, 2.566, 6.369], [-2.636, 4.826, 5.550], [-1.525, 6.732, 6.794], [-2.222, -8.557, -5.564], [-1.003, -8.016, -5.903], [-0.107, -9.105, -6.232], [-0.923, -10.243, -6.121], [-2.219, -9.900, -5.823], [-3.024, -7.946, -5.178], [-0.742, -6.974, -5.786], [0.950, -9.195, -6.437], [-0.671, -11.209, -6.274], [-2.980, -10.599, -5.506], [1.288, 0.055, -0.493], [0.748, 1.317, -0.273], [0.302, 1.776, -1.521], [0.623, 0.812, -2.489], [1.207, -0.262, -1.853], [1.778, -0.613, 0.199], [0.692, 1.748, 0.716], [-0.238, 2.671, -1.794], [0.488, 0.834, -3.490], [1.577, -1.084, -2.450], [7.606, 6.070, -1.833], [6.482, 6.897, -1.693], [5.378, 6.084, -1.761], [5.759, 4.766, -1.904], [7.127, 4.794, -2.147], [8.674, 6.225, -1.784], [6.474, 7.972, -1.592], [4.338, 6.371, -1.786], [5.082, 4.028, -2.037], [7.620, 3.859, -2.373], [-2.375, -0.115, -7.612], [-2.428, 1.259, -7.422], [-1.213, 1.852, -7.928], [-0.645, 0.809, -8.655], [-1.272, -0.366, -8.407], [-3.189, -0.795, -7.409], [-3.167, 1.773, -6.824], [-0.850, 2.869, -7.926], [0.052, 0.808, -9.387], [-0.930, -1.248, -8.928], [5.643, -2.795, 6.175], [6.915, -2.393, 6.428], [6.986, -0.967, 6.413], [5.716, -0.518, 6.172], [4.931, -1.600, 5.924], [5.323, -3.826, 6.139], [7.755, -3.039, 6.636], [7.795, -0.332, 6.743], [5.446, 0.454, 6.225], [3.880, -1.475, 5.706]], "multiplicity": 1, "e_homo_ev": -7.91, "max_force_ev_per_a": 3.6, "orbital_gap_ev": 8.339, "e_tot_ha": -1966.7585, "de_lowest_kcal_mol": 43.4, "smiles": "O=S1(=O)CCCC1.c1cc[nH]c1.c1cc[nH]c1.c1cc[nH]c1.c1cc[nH]c1.c1cc[nH]c1.c1cc[nH]c1"}

- Number 2 is which compound?
  C28H38FO6PS